No. 1
Computed, not measured: an isolated molecule of C2H2F2O3, with the ωB97M-V functional and the def2-TZVPD basis.

The value obtained for the energy relative to the best compared isomer or geometry (same formula, charge and spin) is 21.6 kcal/mol. For the HOMO-LUMO gap (alpha / beta), the calculation gives 7.16 / 7.99 eV. As for the multiplicity: 3.

Structure (XYZ):
```
9
Properties=species:S:1:pos:R:3:forces:R:3
C 0.249 0.003 0.097 -0.04 2.62 0.16
H 1.009 -1.413 1.005 0.04 -1.17 3.03
O 0.774 0.918 -0.807 -1.42 0.28 0.24
C -1.220 -0.050 -0.251 6.36 8.03 5.51
O 0.973 -1.115 0.143 0.15 0.28 -2.84
H 1.691 0.905 -1.052 0.96 -0.64 0.51
F 0.258 0.653 1.434 0.32 -1.01 -1.56
O -1.816 -0.907 -0.769 -5.83 -8.66 -5.03
F -1.918 1.007 0.200 -0.55 0.28 -0.02
```
Positions in Å, forces in eV/Å.


No. 2
Computed, not measured: a 29-piece molecular cluster, C50H162N4O29 overall, with the ωB97M-V functional and the def2-TZVPD basis.

For the HOMO-LUMO gap, the calculation gives 9.01 eV.

Structure (XYZ):
```
245
Properties=species:S:1:pos:R:3:forces:R:3
H -26.996 9.466 14.713 -0.07 -0.03 0.11
N -27.407 8.643 14.283 0.31 -0.42 1.21
O -30.992 4.769 5.898 -0.62 -0.93 0.88
C -22.440 13.661 1.906 0.06 1.00 0.44
H -24.049 11.031 10.625 0.41 -0.51 -0.20
H -23.104 12.779 4.984 0.18 -0.10 0.44
H -23.611 9.490 0.643 0.00 0.17 -0.14
H -35.946 7.820 7.850 -0.30 -0.07 0.29
H -20.064 13.226 6.747 -0.22 -0.50 0.41
C -23.246 14.768 1.237 0.28 -1.55 -1.24
O -25.672 9.343 9.032 0.38 0.04 0.76
H -30.742 6.750 3.008 0.58 -0.40 -0.01
H -21.646 11.457 6.450 0.07 -0.57 0.06
H -32.538 11.952 10.326 0.17 -0.56 -0.72
H -34.031 8.301 6.715 0.15 0.05 -0.01
H -34.936 5.577 8.664 -0.17 0.43 0.36
O -20.960 13.392 6.438 0.35 0.66 -0.62
H -25.435 7.171 13.127 0.38 -0.16 0.00
H -31.312 10.670 10.518 -0.43 0.19 -0.26
O -18.160 9.903 5.511 -0.28 -0.33 0.14
H -27.536 7.750 12.485 -0.34 -0.44 -0.54
H -25.781 9.026 6.877 0.89 0.44 0.78
H -24.913 8.787 13.561 0.30 0.50 0.41
H -35.712 6.554 9.967 0.37 -0.02 -0.29
H -26.264 6.217 11.226 -0.43 0.21 -0.10
C -34.961 7.672 8.292 0.08 0.67 -0.05
H -23.917 13.650 -0.366 0.27 0.29 0.47
H -26.994 15.549 7.534 -0.95 0.49 -0.47
C -26.610 5.881 9.140 0.41 -0.04 -2.03
H -29.357 6.741 10.811 -0.45 0.06 -0.19
H -25.402 15.578 6.875 -0.10 -0.42 0.38
H -23.236 13.996 6.277 0.00 -0.64 -0.28
H -29.274 1.696 6.890 -0.22 0.18 0.73
H -20.488 6.338 8.221 -0.18 0.74 0.33
H -28.929 12.634 3.968 -0.65 0.15 -0.02
O -33.674 5.439 4.765 -0.04 -0.21 -0.38
H -26.955 1.716 5.962 0.18 0.12 0.08
H -25.728 10.223 2.378 -0.31 0.54 -0.39
C -27.810 2.043 5.381 -0.73 0.55 -0.94
H -21.247 5.621 5.447 -0.69 -0.55 -0.25
H -24.732 7.357 -0.749 0.01 0.32 0.37
C -26.504 8.126 -0.758 0.00 -0.20 0.22
C -30.587 6.942 9.049 -1.17 -0.86 -0.51
C -19.963 8.905 2.806 1.56 -0.43 -0.29
H -23.217 10.162 9.244 -0.21 0.11 0.13
C -27.494 7.671 0.284 0.15 0.60 0.20
H -31.751 11.235 -1.468 0.63 -0.60 -0.53
H -28.012 5.371 2.830 -0.17 -0.08 -0.42
H -34.675 8.563 8.857 -0.16 0.26 -0.24
H -25.887 14.403 4.837 0.26 -0.54 0.20
O -25.163 8.094 -0.291 0.77 -0.57 -0.28
H -33.115 8.982 10.804 0.23 -0.19 -0.12
C -32.323 10.884 10.105 1.63 0.06 -0.35
H -30.685 12.671 7.797 0.26 0.30 -0.37
H -29.231 7.548 2.663 0.29 -0.03 0.00
H -31.193 6.042 9.325 0.21 0.67 -0.46
H -25.070 6.470 1.740 0.30 -0.49 -0.03
H -27.446 6.569 9.079 -0.02 0.47 -0.06
H -20.628 8.933 8.334 -0.13 -0.14 0.45
H -29.588 8.827 7.121 0.69 0.37 0.05
C -30.725 12.564 -0.029 1.16 0.30 -0.28
C -34.885 6.528 9.234 -1.06 -1.46 -0.22
H -29.396 8.339 10.172 0.15 0.70 -0.18
H -20.299 8.978 1.782 0.10 -0.24 -0.50
H -32.618 8.999 3.573 -0.87 0.50 -0.26
H -26.321 13.660 2.858 -0.15 -0.19 0.42
H -27.920 15.146 2.110 -0.15 0.09 0.13
C -25.275 10.710 8.949 -0.98 -0.74 -1.66
H -27.516 10.527 6.454 -0.54 0.15 0.13
C -20.560 8.333 9.255 -0.40 -1.16 -0.51
H -28.356 7.635 6.939 0.26 -0.45 0.20
H -27.655 14.442 5.191 0.58 0.42 -0.01
H -28.750 12.849 9.247 -0.08 -0.74 0.34
H -25.954 14.069 8.453 0.27 -0.29 1.20
C -18.588 10.289 6.802 0.41 -0.44 0.58
C -30.031 12.753 3.938 0.31 -0.68 0.40
H -27.351 4.832 10.732 0.47 0.39 0.46
C -23.553 5.521 3.724 -0.39 1.99 -0.19
H -30.683 4.772 6.832 0.11 -0.06 -0.68
H -23.670 9.586 5.647 -0.14 0.40 -0.09
H -30.360 2.744 5.196 -0.10 -0.24 0.03
O -28.824 15.261 1.757 -0.11 -0.25 -0.40
H -24.157 12.540 6.393 0.24 -0.51 0.24
H -33.888 10.787 6.674 0.68 -0.15 -0.09
C -26.343 14.985 6.886 1.62 0.34 -0.18
H -32.602 11.709 4.061 -0.66 -0.03 -0.62
H -30.256 14.107 1.091 0.55 0.20 0.04
H -31.043 8.860 4.103 0.26 0.36 0.44
O -24.825 6.180 3.846 -0.31 -0.13 -1.22
H -22.825 6.308 3.303 -0.50 -1.01 1.02
O -19.498 12.243 4.114 -0.93 -0.01 -0.66
O -26.424 11.988 3.200 0.81 -0.77 1.35
H -25.594 4.749 10.667 0.11 -0.20 -0.43
C -21.088 9.341 3.653 -1.10 0.66 -0.49
C -32.244 10.112 5.467 -0.87 0.66 -0.50
H -23.898 4.082 5.296 1.32 0.74 -0.25
O -26.135 13.748 7.584 -0.20 -0.29 -1.13
H -26.610 7.608 -1.689 0.08 -1.05 -0.44
H -22.102 6.879 8.690 -0.07 -0.13 0.27
H -29.877 12.903 -0.676 -0.44 -0.40 0.38
N -21.868 4.814 5.334 1.14 0.18 1.00
H -25.254 10.937 7.891 0.09 0.05 -0.53
C -25.234 6.945 2.701 -0.36 -0.68 0.53
H -34.176 10.186 10.058 -0.27 -0.40 0.74
C -31.943 11.471 4.875 1.68 0.62 -0.83
H -28.366 10.090 12.536 0.11 0.38 0.19
H -27.837 9.794 4.171 -0.16 -0.01 -0.23
H -19.621 7.872 3.012 -0.20 0.46 -0.05
H -23.501 7.763 10.380 0.24 0.00 -0.27
H -29.378 15.755 2.366 0.35 0.08 0.25
H -22.045 12.442 7.878 -0.27 -0.19 0.30
H -30.002 11.251 7.062 0.02 -0.07 -0.43
H -16.813 11.359 7.223 0.79 -0.13 -0.05
H -22.994 8.736 11.744 0.53 -0.18 0.39
H -28.405 8.784 14.284 -0.22 -0.02 0.30
C -29.040 11.841 8.862 0.40 1.68 -0.32
O -25.618 9.657 4.890 0.16 0.51 -0.26
C -27.302 11.207 1.180 0.34 -0.39 -0.35
H -18.045 12.308 6.506 -0.27 1.02 -0.42
C -33.346 10.040 10.775 -1.35 -0.25 -1.24
N -33.655 10.105 5.950 0.10 -0.35 0.03
O -26.114 14.546 2.522 -0.47 0.33 0.21
H -26.551 15.899 5.123 -0.59 1.04 -0.80
H -18.109 11.851 8.272 -0.17 0.13 -0.51
H -23.314 6.920 6.216 0.53 0.61 0.11
H -27.395 9.840 11.168 0.50 -0.14 -0.13
C -23.255 5.019 5.156 -1.31 -0.25 0.27
H -30.365 11.731 0.600 -0.09 -0.04 -0.35
O -31.407 7.961 8.438 -0.51 -0.36 -0.33
C -26.437 5.420 10.505 -0.40 -1.24 1.98
H -33.665 10.346 11.752 0.04 0.40 0.51
H -22.631 15.428 0.610 -0.19 -0.06 0.24
C -25.479 8.223 12.838 -1.85 -0.30 0.15
H -23.446 5.503 7.274 0.60 -0.27 0.15
H -21.915 8.624 3.573 0.07 -0.02 0.26
C -26.259 8.964 5.929 -1.71 -1.03 0.17
H -33.875 6.229 5.267 -0.10 0.13 0.38
C -29.082 5.396 2.561 0.50 -1.93 0.72
H -29.520 4.525 3.114 0.22 0.59 -0.50
C -28.490 8.680 7.187 0.17 0.53 0.29
C -26.051 11.239 2.039 -0.51 -0.86 0.66
H -31.584 9.983 6.305 0.20 -0.25 0.54
H -26.102 11.321 9.298 0.20 0.48 0.70
C -27.000 8.576 12.912 1.65 -0.30 -0.16
H -21.433 4.005 4.982 0.42 -0.70 -0.52
H -32.729 11.913 -0.248 -0.20 0.12 0.01
H -27.371 6.637 0.617 0.10 0.13 -0.19
C -24.250 9.334 4.745 0.40 0.52 0.13
H -27.031 4.966 7.369 0.30 -0.16 1.27
C -30.022 7.479 10.325 -0.06 -0.22 1.14
H -34.262 10.314 5.169 -0.11 -0.08 -0.21
C -32.055 8.978 4.489 0.47 -1.29 0.22
H -20.106 11.902 3.398 0.63 0.28 1.11
H -32.206 12.955 -1.574 0.17 -0.34 0.16
H -24.054 8.268 4.619 -0.40 -0.09 -0.30
H -33.954 6.509 9.757 0.70 0.13 0.44
O -29.657 4.186 8.402 -0.14 0.34 0.06
H -19.094 9.579 2.922 -0.39 -0.35 -0.04
H -22.572 9.946 -0.367 0.08 0.04 -0.04
O -30.173 1.799 5.049 -0.96 0.56 -0.42
O -22.885 10.125 0.524 -0.20 -0.28 0.19
H -20.787 9.441 4.690 -0.18 0.41 0.15
H -29.274 10.095 4.909 1.15 -0.86 -0.05
H -27.458 8.343 1.157 0.07 -0.30 -0.22
H -25.416 9.086 9.941 -0.49 -0.33 -0.28
H -23.784 15.312 1.984 -0.35 0.55 0.18
O -26.959 4.705 8.345 0.24 0.99 -1.11
H -21.900 10.419 2.250 -0.51 -0.13 -1.27
H -30.410 5.323 5.386 0.56 0.80 -0.15
H -32.099 7.592 7.829 0.59 0.00 0.76
O -21.575 10.615 3.115 0.67 -0.33 1.99
H -29.695 11.342 9.581 0.31 -0.04 -0.26
H -23.885 9.927 3.883 0.02 -0.39 0.54
H -19.527 8.138 9.468 0.77 0.63 0.35
C -23.177 12.897 6.079 -0.91 1.60 -0.39
H -25.682 6.381 8.783 -0.63 -0.26 -0.22
H -32.072 12.240 5.614 -0.08 0.47 0.67
H -27.872 5.904 5.182 -0.04 0.11 -0.12
C -29.638 6.643 3.119 -1.35 1.09 0.71
H -23.164 13.048 2.457 0.49 0.12 0.29
H -30.376 12.868 2.941 -0.14 0.77 -1.00
H -24.748 7.906 2.678 0.29 0.42 0.03
H -26.040 11.533 3.994 -0.48 0.49 -0.77
H -26.337 5.576 5.059 0.10 0.11 -0.27
C -21.956 12.430 6.801 0.71 0.21 -0.33
H -19.677 10.362 6.922 -0.05 0.33 -0.49
C -26.662 14.883 5.411 -0.95 -0.73 1.01
H -29.855 6.579 8.308 -0.02 0.35 0.49
H -29.199 7.612 4.724 0.36 0.80 0.53
C -29.119 1.423 5.862 1.32 0.10 -0.30
H -18.390 10.614 4.905 -0.22 0.39 -0.21
H -22.015 13.035 1.145 0.45 -0.38 -0.36
H -28.072 13.069 7.138 1.69 0.25 0.75
C -23.936 10.939 9.530 0.35 0.79 1.45
O -32.309 10.632 8.658 -0.75 2.54 1.61
C -21.055 6.879 9.019 0.04 0.73 -0.43
O -24.269 14.108 0.411 0.02 0.68 0.34
H -28.466 7.796 -0.161 -0.67 -0.13 -0.03
H -30.333 13.560 4.590 -0.01 0.47 0.15
H -27.964 3.136 5.429 0.54 -0.31 0.16
H -26.272 7.899 5.710 -0.17 -0.29 -0.34
H -25.199 11.700 1.535 -0.09 0.14 -0.10
N -28.458 9.415 4.881 -0.69 0.99 0.10
O -34.055 7.464 7.228 0.68 0.19 -0.53
O -30.586 11.533 4.374 -0.47 -1.77 1.18
H -29.032 0.355 5.830 -0.16 -0.75 -0.06
O -20.850 6.198 10.245 -0.46 -0.32 -0.01
H -21.618 14.101 2.532 -0.80 -0.62 -0.29
O -27.077 5.625 5.674 0.00 -0.30 0.46
H -18.338 9.448 7.462 0.21 0.18 -0.09
H -20.080 12.817 4.658 0.28 -0.41 -0.27
C -31.892 12.132 -0.912 -0.69 1.34 1.18
O -24.971 8.417 11.540 -0.67 -0.46 0.49
H -26.684 9.113 -1.103 -0.41 1.28 0.25
H -25.569 14.318 1.774 0.30 0.12 -0.95
O -29.340 6.669 4.550 -0.25 -0.40 -1.29
H -32.953 5.015 5.248 0.19 0.09 0.07
O -31.060 13.643 0.849 -1.01 -0.53 -0.69
H -27.601 12.240 0.998 -0.23 -0.09 -0.01
H -27.051 10.747 0.223 -0.16 0.07 -0.13
H -32.299 8.020 4.978 0.07 0.27 -0.12
H -28.138 8.897 8.218 -0.22 -0.32 -0.57
H -28.107 11.315 8.650 -0.16 -0.34 0.24
C -29.732 12.183 7.549 -0.18 -0.55 0.40
C -17.863 11.557 7.236 -0.51 -0.99 0.97
H -23.545 11.908 9.245 0.10 0.19 -0.29
H -32.010 9.754 8.518 0.68 -1.76 0.07
H -30.852 7.737 11.042 0.81 -0.20 -0.69
H -29.215 5.190 1.496 -0.07 0.40 0.14
H -28.136 10.628 1.626 0.50 0.46 -0.02
H -29.653 3.233 8.418 -0.09 -0.53 0.00
C -27.703 9.488 6.153 0.38 -0.07 -0.65
O -28.891 12.972 6.698 -2.04 -0.50 -0.25
H -26.310 7.091 2.775 -0.01 0.14 0.24
H -24.764 6.069 6.418 -1.34 0.08 -0.37
H -27.673 1.814 4.297 0.04 -0.06 0.79
C -23.658 7.934 11.439 0.31 0.37 -1.16
C -27.334 9.856 12.259 -1.44 0.26 -1.71
H -23.574 4.733 2.945 -0.12 0.01 0.53
H -21.050 8.821 10.123 0.21 -0.39 -0.66
H -21.177 5.299 10.114 0.12 0.04 0.23
H -23.470 6.982 11.924 -0.12 0.01 0.48
C -23.722 5.933 6.325 0.38 -0.30 -0.88
H -28.709 4.421 8.458 0.19 -0.04 -0.03
H -26.664 10.622 12.565 0.49 0.90 0.33
```
Positions in Å, forces in eV/Å.


No. 3
Computed, not measured: an isolated molecule of C2H6BNO, with the ωB97M-V functional and the def2-TZVPD basis.

The SMILES is B1CCON1. The value obtained for the energy relative to the best compared isomer or geometry (same formula, charge and spin) is 60.5 kcal/mol. For the HOMO-LUMO gap, the calculation gives 10.12 eV.

Structure (XYZ):
```
11
Properties=species:S:1:pos:R:3:forces:R:3
O 0.885 1.179 0.443 0.08 -0.25 0.02
N 1.103 -0.109 0.949 1.76 -0.72 0.26
C -0.950 -0.274 -0.231 -0.46 1.05 -0.50
H -1.334 -0.828 -1.121 1.14 0.05 0.29
B 0.106 -1.036 0.740 -1.77 1.20 -1.23
H 0.549 0.595 -1.534 -0.84 1.50 0.89
H -1.953 0.090 0.055 0.50 -0.10 1.04
C -0.033 0.998 -0.619 -1.00 -1.91 -0.84
H 0.196 -2.123 1.117 0.08 -0.80 0.20
H 2.075 -0.429 0.856 -0.38 0.80 0.54
H -0.643 1.937 -0.656 0.88 -0.82 -0.67
```
Positions in Å, forces in eV/Å.


No. 4
Computed, not measured: C17H14BrCoNO3S as an isolated structure, with the ωB97M-V functional and the def2-TZVPD basis.

Its charge is -1. The value obtained for the energy relative to the best compared isomer or geometry (same formula, charge and spin) is 8.6 kcal/mol. For the HOMO-LUMO gap (alpha / beta), the calculation gives 7.20 / 6.14 eV. As for the multiplicity: 5.

Structure (XYZ):
```
38
Properties=species:S:1:pos:R:3:forces:R:3
H 5.178 1.075 3.875 0.78 -0.16 0.16
O 3.180 1.598 -1.278 0.06 -0.15 1.15
O 4.306 -0.363 1.845 -2.01 1.16 1.07
C 6.268 2.503 2.560 -0.63 -0.07 -0.21
C 4.275 1.708 0.769 0.87 -0.15 -1.01
H 5.214 3.016 -0.700 -0.27 0.00 0.58
Br 0.001 2.153 1.264 -0.14 0.85 0.56
C 3.194 1.182 -0.104 -0.94 -0.41 -2.06
C -1.228 -1.873 0.247 0.13 0.04 1.91
H -1.528 -2.583 -0.522 0.10 0.48 0.06
C -0.957 1.336 -1.675 -0.02 -0.05 -1.39
H -1.648 0.436 2.677 -0.14 -0.12 -0.24
Co 0.112 0.211 -0.361 0.95 -0.56 6.73
C -0.124 -1.090 2.141 -0.53 -1.51 -1.54
H 1.028 2.399 -1.774 -0.16 -0.61 0.15
C 1.009 0.128 -2.098 -0.92 0.45 -2.42
S 2.543 -0.367 1.877 1.65 0.09 -0.93
N 2.245 0.264 0.351 1.92 -0.12 1.06
H 7.008 2.793 3.314 -0.30 0.25 -0.48
H 7.041 3.682 0.942 -0.03 0.11 -0.18
H 0.490 -1.010 3.027 0.02 -0.12 -0.30
H 2.029 -0.149 -2.348 -0.32 0.29 0.43
C 4.586 0.964 1.875 1.36 0.51 0.29
C -1.299 -0.043 -1.853 -0.37 0.35 -1.79
C 6.245 3.013 1.235 -0.11 -0.23 0.36
H -2.318 -0.434 -1.903 0.51 0.10 0.34
C 0.470 1.464 -1.841 -0.15 -0.27 -1.81
C 5.355 1.510 2.901 0.29 -0.07 -0.34
H -3.024 -0.496 0.517 0.56 -0.03 -0.03
H -0.012 -1.844 -2.385 -0.13 0.39 0.37
H 0.717 -2.785 0.884 -0.17 0.46 0.11
C -1.339 -0.333 1.984 -1.43 -0.90 -1.63
C -2.028 -0.814 0.830 0.49 0.20 1.52
C -0.095 -0.792 -2.104 0.00 0.52 -1.99
H -1.647 2.150 -1.420 0.45 -0.55 -0.07
C -0.042 -2.027 1.051 -0.78 0.73 0.73
C 5.226 2.660 0.336 0.05 0.06 1.04
O 2.479 -1.809 1.898 -0.66 -0.96 -0.20
```
Positions in Å, forces in eV/Å.


Let's list calculated total energy in order: -13678.1451, -119811.8522, -6383.4947, -143990.4514 eV.
Let's list strongest force on any atom in order: 11.63, 3.10, 2.47, 6.82 eV/Å.